Entry 1:
This record from the OMol25 dataset describes a molecular structure, C8H12ClEuN at a distorted geometry. The level of theory is ωB97M-V/def2-TZVPD.

The calculation puts the highest occupied orbital energy (spin up / spin down) at 2.5 / 2.5 eV. The spin multiplicity is 8. The calculation puts the maximum force at 2.63 eV/A. As for the total charge: -2. The calculation puts the gap between HOMO and LUMO (spin up / spin down) at 3.03 / 3.04 eV. For the total energy, the calculation gives -1537.06970 Ha. For the relative energy (zero: lowest compared OMol25 entry of this formula, charge and spin), the calculation gives 0.00 kcal per mole.

XYZ file:
```
23
Properties=species:S:1:pos:R:3:mulliken_spin:R:1
C -1.3708 -1.2431 -0.5957 -0.008
C -1.2770 -0.2545 -1.6239 -0.007
C -2.0893 0.8611 -1.2511 -0.005
C -2.6960 0.5601 0.0106 -0.003
C -2.2534 -0.7400 0.4193 0.007
Eu -0.0220 0.7938 0.6310 7.035
N 1.6708 -0.8217 0.2074 -0.025
C 2.6533 -0.8671 -0.8605 -0.013
C 2.2034 0.2392 -1.7375 0.000
H -2.2388 1.7656 -1.8427 0.003
H -0.6799 -0.3426 -2.5369 0.004
H -3.3972 1.1976 0.5534 0.007
H -2.5490 -1.2700 1.3261 0.004
H -0.8516 -2.1997 -0.5833 0.001
H 1.6270 0.0168 -2.6319 0.002
H 2.7083 -1.8136 -1.4305 0.001
H 1.8140 -1.6030 0.8505 0.002
H 2.4869 1.2580 -1.4799 0.001
H 3.6520 -0.5785 -0.4610 0.000
Cl 1.4357 2.0005 3.0188 0.004
C -0.0198 1.1277 3.1141 0.001
H -0.8925 1.7622 3.3080 -0.001
H 0.0858 0.1511 3.5957 -0.007
```

***

Entry 2:
This record from the OMol25 dataset describes a gas-phase ion, C8H12ClN2 (charge +1) at a distorted geometry. The level of theory is ωB97M-V/def2-TZVPD.

The calculation puts the highest occupied orbital energy at -12.1 eV. The calculation puts the maximum force at 4.54 eV/A. As for the total charge: +1. The calculation puts the gap between HOMO and LUMO at 8.44 eV. For the total energy, the calculation gives -881.33739 Ha. For the relative energy (zero: lowest compared OMol25 entry of this formula, charge and spin), the calculation gives 90.33 kcal per mole.

XYZ file:
```
23
Properties=species:S:1:pos:R:3:mulliken_charge:R:1
C -1.9927 -0.1644 0.3116 -0.362
C 0.1874 -1.0649 -0.1656 -0.710
C -1.1032 -1.2750 0.0478 0.987
C -3.1752 -0.1299 -0.2483 -0.329
C 2.1966 0.3072 -0.2221 -0.600
C 2.5212 1.6660 0.3074 -0.566
C 0.1467 1.4255 -0.1781 -0.470
C -1.4145 -2.7384 0.1025 -1.265
N 0.7800 0.2549 -0.1092 0.345
N 1.3043 2.4531 -0.0674 -0.037
Cl -4.2732 1.1219 0.2255 -0.160
H -1.6669 0.3359 1.2254 0.354
H 0.8038 -1.9287 -0.3631 0.288
H 2.4255 0.0155 -1.4037 0.321
H 2.7169 -0.4340 0.2873 0.416
H 2.5266 1.6357 1.3979 0.333
H 3.3505 2.2934 -0.1404 0.355
H -3.3886 -0.6763 -1.1131 0.374
H -1.7613 -2.9127 1.0649 0.352
H -0.5626 -3.4673 -0.1300 0.344
H -2.1879 -2.9946 -0.6066 0.329
H 1.0613 3.1927 0.5995 0.342
H 1.5052 3.0844 -0.8222 0.356
```